Molecular formula: C25H53N3O35S8
Method: DFT, ωB97M-V with the def2-TZVPD basis set

Geometry as ORCA input:
```
! wB97M-V def2-TZVPD RIJCOSX def2/J DEFGRID3
* xyz 0 1
C 10.751 19.909 -4.444
C 10.566 21.348 -3.996
O 9.217 21.624 -4.199
S 8.517 20.814 -5.360
O 8.322 21.623 -6.523
O 7.478 19.953 -4.881
O 9.842 19.801 -5.559
H 10.398 19.210 -3.692
H 11.805 19.807 -4.691
H 11.135 21.979 -4.685
H 10.962 21.436 -2.986
C 9.748 26.170 -5.502
C 9.098 27.540 -5.841
O 10.168 28.383 -6.285
S 11.647 27.860 -5.942
O 12.114 28.393 -4.698
O 12.499 27.981 -7.084
O 11.134 26.308 -5.722
H 9.226 25.438 -6.113
H 9.568 26.019 -4.440
H 8.799 28.020 -4.908
H 8.259 27.533 -6.527
C 9.229 17.256 -2.715
C 8.250 16.160 -2.305
O 7.592 16.693 -1.187
S 7.313 18.233 -1.434
O 7.220 18.986 -0.219
O 6.279 18.283 -2.428
O 8.776 18.488 -2.111
H 9.204 17.335 -3.803
H 10.252 17.010 -2.440
H 8.802 15.272 -2.008
H 7.541 15.980 -3.115
C 5.122 21.506 0.185
C 4.397 22.743 -0.363
O 3.844 23.466 0.726
S 4.224 22.808 2.191
O 3.080 22.654 3.046
O 5.350 23.513 2.754
O 4.737 21.407 1.540
H 6.207 21.557 0.092
H 4.816 20.606 -0.345
H 3.616 22.520 -1.093
H 5.004 23.422 -0.965
C 10.840 26.340 2.902
C 12.214 25.946 2.458
O 12.899 25.186 3.456
S 11.950 25.183 4.807
O 12.313 26.273 5.677
O 11.830 23.904 5.486
O 10.600 25.381 3.934
H 10.067 26.212 2.150
H 10.758 27.352 3.307
H 12.805 26.841 2.249
H 12.161 25.450 1.488
C 15.720 23.880 -3.555
C 14.303 23.999 -4.065
O 13.463 24.046 -2.916
S 14.182 23.293 -1.627
O 13.667 21.966 -1.536
O 14.246 24.156 -0.503
O 15.599 23.147 -2.366
H 16.204 24.818 -3.263
H 16.318 23.350 -4.296
H 14.107 23.144 -4.715
H 14.156 24.904 -4.652
C 14.010 19.355 0.205
C 14.978 18.142 0.234
O 14.467 17.137 -0.624
S 12.947 17.475 -1.051
O 12.079 16.391 -0.767
O 12.882 18.068 -2.365
O 12.768 18.694 -0.016
H 14.107 20.118 -0.568
H 13.946 19.775 1.207
H 15.012 17.782 1.262
H 15.966 18.535 -0.006
C 11.375 19.309 4.270
C 12.273 18.978 3.077
O 12.384 20.195 2.367
S 12.401 21.475 3.361
O 11.462 22.475 2.937
O 13.706 21.913 3.753
O 11.735 20.640 4.595
H 11.331 18.604 5.094
H 10.339 19.381 3.913
H 11.907 18.227 2.383
H 13.271 18.797 3.495
C 10.295 20.782 -0.068
C 9.794 22.195 -0.261
O 8.638 22.479 -0.001
N 10.698 23.092 -0.723
C 10.317 24.484 -0.895
H 10.796 20.734 0.902
H 11.129 20.459 -0.707
H 9.499 20.080 -0.303
H 11.523 22.801 -1.216
H 9.719 24.749 -0.026
H 9.983 24.772 -1.891
H 11.188 25.128 -0.720
C 5.667 27.859 -0.915
C 4.907 26.726 -0.272
O 3.681 26.767 -0.221
N 5.588 25.755 0.358
C 6.986 25.373 0.409
H 5.409 28.150 -1.934
H 6.744 27.824 -0.741
H 5.323 28.790 -0.448
H 4.992 25.189 0.941
H 7.341 25.316 -0.621
H 7.068 24.356 0.791
H 7.661 25.948 1.048
C 9.861 27.992 -2.019
C 10.417 28.518 -0.706
O 10.919 27.759 0.107
N 10.438 29.865 -0.557
C 11.157 30.532 0.505
H 10.293 26.999 -2.113
H 10.192 28.562 -2.887
H 8.772 28.007 -1.960
H 10.008 30.478 -1.226
H 12.171 30.817 0.226
H 11.190 29.917 1.403
H 10.544 31.388 0.793
*
```

Summary:
DFT total energy, eV: -189590.7321
M, g/mol: 1212.22
Kohn-Sham gap, eV: 8.87
Relative energy (zero: lowest compared OMol25 entry of this formula, charge and spin), kcal per mole: 40.1
HOMO level, eV: -9.12
F_max, eV/A: 3.0